{"formula": "C6H12BrFN2O5", "method": "the ωB97M-V functional and the def2-TZVPD basis", "orbital_gap_ev": 4.48, "energy_ha": -3395.14920, "lumo_energy_ev": -2.48, "molar_mass_g_mol": 291.1, "homo_energy_ev": -7.0, "symbols": ["C", "C", "C", "F", "N", "Br", "C", "O", "C", "C", "O", "H", "H", "H", "H", "H", "H", "H", "H", "H", "H", "H", "H", "N", "O", "O", "O"], "xyz": [[0.9487, 0.6408, -1.8203], [-0.0829, -0.4699, -1.9709], [-1.0780, -0.5633, -0.8539], [-2.1234, 0.2682, -0.9833], [-0.4227, -0.3316, 0.4997], [-0.9106, 1.3748, 1.2134], [-0.8327, -1.4357, 1.4726], [-0.4971, -1.0840, 2.7665], [0.6074, -1.7567, 3.2943], [1.7728, -0.9115, 3.6912], [0.6001, -2.9689, 3.4126], [1.2724, 0.8412, -0.7985], [1.8405, 0.3549, -2.3585], [0.5740, 1.5536, -2.2485], [-0.6683, -0.2607, -2.8573], [0.3885, -1.4312, -2.1317], [-1.5012, -1.5634, -0.8234], [0.5918, -0.3644, 0.4142], [-0.2590, -2.3123, 1.1903], [-1.8893, -1.6168, 1.3706], [2.1380, -1.2762, 4.6345], [1.5250, 0.1355, 3.7937], [2.5468, -1.0224, 2.9467], [-1.1396, 3.5606, -3.4690], [-1.7611, 4.0548, -4.4151], [-1.0921, 4.1304, -2.3584], [-0.5479, 2.4543, -3.6116]]}

---

{"formula": "C24H42Cl3CoN4O3Si", "method": "the ωB97M-V functional and the def2-TZVPD basis", "orbital_gap_ev": [8.53, 7.30], "energy_ha": -4437.40021, "lumo_energy_ev": [0.31, -0.79], "molar_mass_g_mol": 628.0, "relative_energy_kcal_mol": 1.70, "homo_energy_ev": [-8.2, -8.1], "spin_multiplicity": 5, "symbols": ["C", "C", "H", "H", "H", "C", "C", "H", "H", "H", "H", "Co", "Cl", "Cl", "H", "H", "C", "C", "N", "H", "C", "O", "H", "H", "H", "H", "H", "H", "C", "C", "N", "H", "C", "O", "H", "H", "H", "H", "O", "C", "C", "C", "H", "C", "H", "C", "H", "C", "C", "H", "H", "H", "Si", "Cl", "C", "C", "C", "H", "H", "H", "H", "H", "H", "H", "H", "H", "C", "C", "N", "C", "C", "N", "H", "H", "H", "H", "H", "H"], "xyz": [[-1.3742, -1.9054, -3.3864], [-0.8565, -2.8720, -2.3788], [-0.9338, -2.0941, -4.3707], [-1.1258, -0.8710, -3.0904], [-2.4712, -1.9654, -3.4846], [-0.3638, -4.0807, -2.6885], [-0.2789, -4.6587, -4.0600], [-0.0444, -4.7534, -1.8926], [-0.4863, -3.9353, -4.8600], [-0.9862, -5.4945, -4.1796], [0.7237, -5.0763, -4.2280], [-0.5829, 0.1972, -0.0572], [-2.7375, 0.1540, 0.1497], [-0.2393, 1.0967, -2.1180], [0.7452, 4.3250, 3.0720], [-1.2410, 5.5299, 1.9332], [1.0872, 4.0650, 2.0628], [-0.8402, 5.1843, 0.9744], [-0.0519, 3.9778, 1.1632], [1.6299, 3.1187, 2.0827], [-0.3966, 2.8561, 0.5490], [0.2213, 1.7642, 0.7374], [-1.6628, 4.9492, 0.2952], [-1.2456, 2.9045, -0.1465], [1.7467, 4.8719, 1.7246], [-0.2175, 5.9749, 0.5443], [1.4488, -1.5086, -3.3150], [2.2830, -3.7257, -2.2027], [2.3238, -0.9805, -2.9111], [3.1978, -3.1286, -2.0532], [2.8635, -1.7367, -1.8019], [2.0124, 0.0093, -2.5683], [3.1620, -1.1571, -0.5999], [2.7907, -0.0469, -0.2254], [3.7472, -3.5143, -1.1820], [3.8104, -1.8129, 0.0312], [3.0723, -0.8975, -3.7146], [3.8214, -3.2330, -2.9555], [-0.0480, -1.4564, -0.6830], [-0.9964, -2.4232, -0.9326], [0.2063, -4.1902, 0.4498], [-0.9702, -3.5167, 0.1324], [1.1484, -3.8800, -0.0186], [0.1650, -5.2793, 1.3296], [-1.9990, -1.9620, -0.8935], [-2.1718, -3.8688, 0.7412], [1.0868, -5.8247, 1.5385], [-1.0374, -5.6430, 1.9460], [-2.2056, -4.9258, 1.6542], [-3.0739, -3.3174, 0.4606], [-1.0666, -6.4952, 2.6315], [-3.1504, -5.1776, 2.1402], [-0.3609, 4.3812, -5.1917], [-0.6069, 2.6691, -6.3415], [1.4732, 4.5333, -4.8513], [-1.3749, 4.0956, -3.6427], [-0.9815, 5.8496, -6.1824], [1.8606, 3.6079, -4.4093], [1.6759, 5.3598, -4.1595], [2.0215, 4.7234, -5.7820], [-0.3733, 6.0111, -7.0802], [-0.9419, 6.7658, -5.5802], [-2.0183, 5.7013, -6.5055], [-1.0075, 3.2110, -3.0989], [-2.4250, 3.9082, -3.9057], [-1.3305, 4.9649, -2.9724], [-1.7913, 0.6667, 3.3375], [-0.7446, -0.2773, 2.9238], [-0.2218, -0.5147, 1.7099], [0.7776, -1.4644, 1.8726], [0.8198, -1.8426, 3.1891], [-0.1199, -1.0704, 3.8297], [-2.2033, 0.3568, 4.3091], [-1.3560, 1.6721, 3.4328], [-2.5963, 0.7080, 2.5888], [1.3385, -1.8279, 1.0328], [1.4684, -2.5648, 3.6537], [-0.3169, -1.0608, 4.8222]]}

---

{"formula": "C42H94MgO37S6", "method": "the ωB97M-V functional and the def2-TZVPD basis", "orbital_gap_ev": 9.96, "energy_ha": -7029.85914, "lumo_energy_ev": -0.13, "molar_mass_g_mol": 1407.9, "relative_energy_kcal_mol": 0.00, "homo_energy_ev": -10.1, "symbols": ["Mg", "C", "C", "O", "O", "H", "H", "H", "C", "C", "O", "O", "H", "H", "H", "C", "C", "O", "C", "O", "O", "C", "H", "H", "H", "H", "H", "H", "H", "H", "C", "C", "O", "C", "O", "O", "C", "H", "H", "H", "H", "H", "H", "H", "H", "C", "C", "O", "C", "O", "O", "C", "H", "H", "H", "H", "H", "H", "H", "H", "C", "C", "O", "C", "O", "O", "C", "H", "H", "H", "H", "H", "H", "H", "H", "C", "C", "O", "C", "O", "O", "C", "H", "H", "H", "H", "H", "H", "H", "H", "O", "S", "O", "O", "C", "C", "C", "H", "H", "H", "H", "H", "H", "H", "H", "O", "S", "O", "O", "C", "C", "C", "H", "H", "H", "H", "H", "H", "H", "H", "O", "S", "O", "O", "C", "C", "C", "H", "H", "H", "H", "H", "H", "H", "H", "O", "S", "O", "O", "C", "C", "C", "H", "H", "H", "H", "H", "H", "H", "H", "O", "S", "O", "O", "C", "C", "C", "H", "H", "H", "H", "H", "H", "H", "H", "O", "S", "O", "O", "C", "C", "C", "H", "H", "H", "H", "H", "H", "H", "H"], "xyz": [[-0.2873, -1.1321, -3.0229], [-0.1347, 1.0479, 0.2869], [-0.1079, 0.2927, -1.0051], [0.5610, 0.7945, -1.9352], [-0.7751, -0.7776, -1.1652], [0.0518, 0.3419, 1.0894], [-1.1732, 1.3236, 0.3698], [0.5174, 1.9356, 0.1532], [-0.9371, 0.7642, -6.3823], [-0.6520, -0.0454, -5.0595], [0.5545, -0.5289, -4.8928], [-1.5311, -0.0943, -4.1208], [-1.6062, 1.5217, -6.0543], [-1.4951, 0.2059, -7.1118], [-0.0469, 1.0452, -6.9502], [1.4701, -0.2944, 4.0271], [0.8943, -1.4673, 3.2253], [0.4085, -2.4079, 4.2053], [0.1592, -3.6287, 3.6124], [0.3396, -3.9307, 2.4756], [-0.3893, -4.5161, 4.5053], [-0.5661, -4.1732, 5.8962], [2.2896, -0.6303, 4.6738], [0.6746, 0.2451, 4.5756], [1.8398, 0.2594, 3.1456], [1.7260, -1.8542, 2.6733], [0.0359, -1.2297, 2.5211], [-1.6290, -4.5024, 6.2074], [-0.4689, -3.1115, 6.0612], [0.2317, -4.7437, 6.3513], [0.3510, -2.3794, -9.2537], [1.0591, -2.2258, -7.8617], [1.7531, -0.9842, -7.7651], [3.0320, -1.0787, -8.1970], [3.5135, -2.0480, -8.7402], [3.7607, 0.0007, -8.1333], [3.2296, 1.1230, -7.4015], [-0.1892, -3.2882, -9.4785], [1.2595, -2.3820, -9.9262], [-0.2138, -1.5161, -9.4949], [1.6960, -3.0616, -7.6298], [0.2702, -2.1371, -7.0977], [3.2142, 0.9004, -6.2957], [2.2502, 1.3204, -7.8265], [3.8970, 1.8981, -7.6465], [4.2535, -3.0851, -5.1788], [2.8577, -3.2664, -4.7064], [2.8790, -3.7889, -3.3283], [2.2279, -3.1482, -2.4242], [1.4105, -2.2424, -2.6282], [2.6505, -3.5854, -1.2492], [1.8429, -3.2533, -0.0007], [4.6748, -2.2218, -4.6691], [4.1821, -2.8877, -6.2393], [4.8980, -3.9098, -4.9950], [2.3518, -4.0080, -5.2925], [2.2271, -2.4144, -4.7338], [0.8967, -2.9665, -0.2692], [2.4454, -2.4704, 0.4605], [1.8038, -4.1844, 0.6396], [4.0938, -0.1083, -2.2265], [3.8096, 1.0939, -1.3908], [4.6496, 1.1924, -0.3014], [4.5462, 0.2926, 0.6486], [3.6919, -0.5563, 0.6877], [5.4934, 0.4179, 1.5636], [6.6608, 0.9912, 1.1600], [3.2673, -0.2060, -2.9307], [3.9779, -0.9974, -1.5142], [5.0470, -0.1020, -2.7356], [2.7242, 1.1585, -1.0250], [4.0429, 2.0704, -1.8936], [7.1086, 0.4296, 0.3238], [7.2838, 0.9140, 2.0265], [6.6649, 2.0332, 0.9444], [3.7421, -4.3636, 9.1146], [2.7071, -4.4192, 7.9614], [3.2089, -4.0219, 6.6620], [3.4075, -2.7022, 6.4504], [4.2331, -2.2324, 5.6890], [2.6081, -1.9613, 7.1859], [2.9098, -0.5700, 7.2324], [4.5906, -4.9659, 8.9392], [3.2899, -4.8206, 9.9983], [4.0281, -3.3589, 9.4080], [1.8094, -3.9097, 8.2046], [2.4399, -5.4510, 7.9590], [2.7794, -0.2002, 6.2625], [3.8280, -0.3825, 7.7456], [2.0741, -0.2191, 7.8242], [-4.0160, 8.3612, -1.6970], [-3.4871, 7.9709, -0.4530], [-4.1620, 8.1906, 0.7784], [-3.3220, 6.4021, -0.5128], [-2.9047, 5.7155, -1.7278], [-2.9437, 4.2518, -1.3805], [-1.7925, 8.4580, -0.3022], [-1.9005, 6.1061, -1.9337], [-3.6530, 5.8931, -2.5446], [-2.0175, 4.0312, -0.7236], [-2.7144, 3.7089, -2.3178], [-3.9164, 3.9740, -1.0408], [-1.7331, 9.5323, -0.4412], [-1.1781, 7.9208, -0.9669], [-1.4666, 8.1874, 0.7352], [-1.3449, -3.1870, -3.1730], [-2.3187, -3.9058, -2.4021], [-3.4153, -3.2745, -1.8835], [-2.8022, -4.9804, -3.3937], [-4.0246, -5.7943, -3.4539], [-4.6551, -5.5784, -4.8139], [-1.5648, -4.7833, -1.0930], [-4.6584, -5.2538, -2.6897], [-3.7456, -6.7931, -3.1369], [-3.8563, -5.8293, -5.5447], [-4.9358, -4.4748, -4.8260], [-5.5077, -6.2635, -5.1421], [-0.9143, -5.5407, -1.4900], [-2.2832, -5.3266, -0.5184], [-1.0583, -3.9659, -0.5682], [-5.8941, 0.0218, 2.9915], [-6.0369, 0.1476, 1.5234], [-6.9895, 1.0272, 0.9734], [-4.6205, 0.5181, 1.0318], [-4.3350, 1.1463, -0.1807], [-4.0566, 0.0999, -1.2666], [-6.3403, -1.4302, 0.8903], [-3.4097, 1.7205, 0.0178], [-5.1161, 1.8777, -0.3877], [-5.0465, -0.4357, -1.4578], [-3.3199, -0.6499, -1.0746], [-3.7187, 0.5618, -2.1979], [-6.3212, -1.4821, -0.1781], [-7.4616, -1.6161, 1.2464], [-5.6429, -2.2281, 1.2583], [2.7978, 7.0673, -1.6576], [2.0180, 5.9100, -1.3971], [0.6517, 6.1218, -1.0440], [2.1121, 5.0545, -2.7322], [1.0907, 3.9126, -3.0388], [1.0378, 3.4174, -4.4214], [2.7042, 4.8810, -0.0903], [0.0845, 4.3195, -2.7874], [1.3575, 3.0040, -2.4556], [2.0383, 2.9788, -4.5703], [0.8670, 4.3039, -5.0782], [0.2077, 2.7386, -4.5753], [2.1778, 3.9350, -0.0462], [2.5937, 5.4593, 0.8087], [3.7366, 4.6960, -0.3190], [-3.1751, -1.2279, 7.2524], [-3.1696, -0.5834, 6.0170], [-2.2975, 0.5327, 5.7755], [-2.9360, -1.7096, 4.9404], [-2.7867, -1.2137, 3.5935], [-3.0389, -2.2826, 2.5275], [-4.7386, 0.0114, 5.7126], [-1.7533, -0.8215, 3.6014], [-3.4969, -0.4082, 3.3849], [-3.9255, -2.8891, 2.7545], [-2.2585, -3.0339, 2.4614], [-3.1838, -1.8024, 1.5681], [-5.0577, 0.5162, 6.6490], [-5.4975, -0.6809, 5.3437], [-4.7366, 0.6860, 4.8445], [1.8181, 4.9676, 3.2232], [1.3667, 4.1848, 4.3180], [0.9515, 4.8384, 5.5049], [0.1352, 3.1722, 3.8351], [-1.2034, 3.7674, 3.9579], [-2.2402, 2.8347, 3.3329], [2.6493, 2.9870, 4.7365], [-1.2669, 4.8225, 3.5432], [-1.4341, 3.7746, 5.0220], [-2.0770, 2.7415, 2.2567], [-3.2541, 3.2389, 3.5151], [-2.1346, 1.8302, 3.6662], [3.1290, 2.5619, 3.8661], [2.1976, 2.3086, 5.3967], [3.3851, 3.5822, 5.3046]]}

---

{"formula": "C19H15F2N3O6", "method": "the ωB97M-V functional and the def2-TZVPD basis", "orbital_gap_ev": 8.84, "energy_ha": -1548.24863, "lumo_energy_ev": -0.84, "molar_mass_g_mol": 419.3, "homo_energy_ev": -9.7, "smiles": "O=C(O/N=C1\\CCCC[C@H]1c1ccc([N+](=O)[O-])cc1[N+](=O)[O-])c1c(F)cccc1F", "symbols": ["O", "C", "O", "N", "C", "C", "H", "H", "C", "C", "C", "H", "H", "C", "C", "C", "C", "C", "C", "C", "N", "O", "O", "H", "N", "O", "O", "H", "H", "H", "H", "H", "H", "H", "C", "C", "C", "C", "C", "C", "F", "H", "H", "H", "F"], "xyz": [[-1.7039, -1.7282, 1.4964], [-2.2371, -0.9610, 0.7525], [-1.6203, -0.2375, -0.2032], [-0.2247, -0.4058, -0.2128], [0.3931, 0.0857, -1.2015], [-0.1830, 0.8021, -2.3734], [-0.1828, 1.8704, -2.1357], [-1.2201, 0.4935, -2.5194], [0.6540, 0.5358, -3.6218], [2.1017, 1.0207, -3.4583], [2.5469, 1.0482, -1.9921], [3.6320, 0.9515, -1.9298], [2.2664, 1.9955, -1.5344], [1.8878, -0.0923, -1.1975], [2.4642, -0.2332, 0.1849], [3.4857, -1.1628, 0.3810], [4.0533, -1.3777, 1.6198], [3.5809, -0.6637, 2.7137], [2.5619, 0.2611, 2.5630], [2.0268, 0.4867, 1.3036], [1.0050, 1.5138, 1.2427], [0.9878, 2.2388, 0.2714], [0.2680, 1.6142, 2.1900], [2.1878, 0.8037, 3.4199], [4.1633, -0.8824, 4.0208], [4.9964, -1.7553, 4.1156], [3.7879, -0.1730, 4.9246], [4.8466, -2.0961, 1.7602], [3.8370, -1.7365, -0.4631], [2.0935, -1.0278, -1.7331], [2.2045, 2.0274, -3.8649], [2.7607, 0.3689, -4.0348], [0.6417, -0.5385, -3.8199], [0.1936, 1.0270, -4.4793], [-3.7029, -0.6634, 0.7175], [-4.3985, -0.4223, -0.4663], [-5.7585, -0.1737, -0.4866], [-6.4593, -0.1527, 0.7069], [-5.8074, -0.3849, 1.9047], [-4.4473, -0.6421, 1.8977], [-3.8356, -0.8493, 3.0646], [-6.3337, -0.3716, 2.8454], [-7.5195, 0.0447, 0.7018], [-6.2478, -0.0007, -1.4315], [-3.7464, -0.4572, -1.6394]]}